# 1
C4H5NOS | ωB97M-V/def2-TZVPD

Positions of all 12 atoms, in Å:
O: 0.5688 -1.6057 -0.6544
C: 0.2838 -0.4553 -0.3210
C: 1.1274 0.7935 -0.6991
S: 1.4439 1.9290 0.7150
C: -1.1629 -0.1673 -0.0396
C: -1.6088 -1.4376 0.6422
N: -2.1648 -0.9873 -0.5088
H: 1.9086 0.8019 -1.4967
H: -1.4379 0.8537 0.5415
H: -0.9008 -2.3100 0.5159
H: -2.1897 -1.2647 1.6536
H: -1.7153 -1.5871 -1.3534

Results
Kohn-Sham gap (eV): 7.4
ΔE to the lowest compared entry with this formula, charge and spin (eV): 4.958
E_tot (hartree): -683.42571

=====

# 2
C5H36N2O13 | ωB97M-V/def2-TZVPD

Positions of all 56 atoms, in Å:
N: 2.1810 -1.3791 1.3186
C: 2.7709 -0.6952 0.1668
C: 4.0858 -0.0904 0.6602
C: 1.8123 0.4460 -0.2701
N: 1.9109 1.0435 -1.5113
C: 1.1744 2.2708 -1.8767
C: 3.0290 0.7135 -2.4078
O: 0.7927 0.7011 0.3441
H: 1.2400 -1.7588 1.2008
H: 2.0633 -0.6799 2.0438
H: 2.7009 -1.4591 -0.6536
H: 3.9556 0.9796 0.4307
H: 5.0111 -0.4235 0.2092
H: 4.2716 -0.2275 1.7554
H: 0.5773 2.4771 -0.9566
H: 0.4740 1.9174 -2.6627
H: 1.8322 3.1284 -2.0076
H: 3.9934 1.0372 -1.9359
H: 3.1495 -0.3565 -2.3345
H: 3.0066 1.1738 -3.3820
H: -1.1560 0.0808 -1.7783
H: -1.3768 1.5275 -1.3228
O: -1.6496 0.8872 -2.0106
H: -1.8811 -3.5772 3.0187
H: -2.5221 -2.5230 2.1427
O: -1.8434 -2.6298 2.8470
H: -3.7061 0.9946 -0.1624
H: -3.1484 -0.3821 -0.7273
O: -3.5133 0.0665 0.0412
H: -0.6808 2.6722 1.8987
H: -1.6378 1.4022 2.4842
O: -1.3679 2.0206 1.7897
H: 0.2839 -4.3081 -2.0262
H: 1.0592 -3.8950 -3.2703
O: 0.8654 -3.6183 -2.3623
H: 0.5719 -3.3080 3.5984
H: 1.2951 -4.4618 2.9890
O: 0.4854 -4.2599 3.4707
H: 0.7854 4.7519 0.9577
H: 1.9176 4.0075 1.3044
O: 1.2057 4.4640 1.7890
H: -4.9675 -2.6173 0.8954
H: -3.7706 -1.4858 0.7664
O: -4.0668 -2.3596 1.0603
H: -0.3490 -1.3500 -0.5960
H: -0.0354 -2.1284 -1.8384
O: -0.7281 -1.5492 -1.4636
H: -1.1723 2.0506 -4.3192
H: -2.1623 0.7723 -3.9748
O: -1.7146 1.3410 -4.6507
H: -3.3054 3.4900 -0.1325
H: -2.2690 2.6105 0.5990
O: -2.7303 2.7347 -0.2914
H: -2.9397 0.1338 3.4401
H: -1.7614 -0.6425 3.9294
O: -2.0463 0.2697 3.7741

Results
Kohn-Sham gap (eV): 9.4
ΔE to the lowest compared entry with this formula, charge and spin (eV): 4.135
E_tot (hartree): -1299.70444

=====

# 3
C5H7MgO3 | ωB97M-V/def2-TZVPD

Positions of all 16 atoms, in Å:
O: 0.9645 0.9330 -0.8016
C: 2.2175 0.8422 -0.4088
O: 2.5406 0.6774 0.8044
Mg: 4.4582 0.6521 0.1869
O: 3.1159 0.8721 -1.2980
C: -0.0701 0.8548 0.1330
H: 0.2527 1.0691 1.1522
H: -2.0536 1.5080 0.4025
C: -1.3377 1.1161 -0.3214
H: -1.5243 1.2876 -1.3830
C: -0.7857 -1.6611 0.5255
C: -2.0156 -1.4023 -0.0428
H: 0.0136 -2.1351 -0.0528
H: -2.1868 -1.6432 -1.0957
H: -0.6864 -1.6873 1.6147
H: -2.9028 -1.2836 0.5849

Results
Kohn-Sham gap (eV): 3.3
ΔE to the lowest compared entry with this formula, charge and spin (eV): 0.338
Total charge: +1
E_tot (hartree): -620.20071

=====

# 4
C6H16O | ωB97M-V/def2-TZVPD

Positions of all 23 atoms, in Å:
C: -1.0577 -2.5601 -0.4987
C: 0.1941 -1.6185 -0.3154
C: -0.3804 -0.3774 0.5372
C: 0.4004 0.9380 0.4709
C: -0.1082 2.2782 0.8597
C: 1.6669 0.9618 1.5212
H: -1.9168 -1.9290 -0.4102
H: -0.9278 -3.0920 -1.4633
H: -0.9953 -3.1811 0.4140
H: 0.6262 -1.3995 -1.2497
H: 0.9205 -1.9755 0.3813
H: -0.4511 -0.7471 1.5821
H: -1.4571 -0.1419 0.4482
H: 0.9939 1.0421 -0.5840
H: -0.9760 2.7089 0.2791
H: 0.5405 3.1062 0.8689
H: -0.4458 2.2575 1.9162
H: 1.4522 1.3756 2.5260
H: 2.0221 0.0002 1.7037
H: 2.3825 1.4546 0.9578
H: -0.3822 -0.0672 -3.8202
H: -1.0217 0.9580 -2.9937
O: -1.0793 0.0082 -3.1313

Results
Kohn-Sham gap (spin up / spin down) (eV): 12.2 / 5.2
2S+1: 2
ΔE to the lowest compared entry with this formula, charge and spin (eV): 1.684
Total charge: +1
E_tot (hartree): -313.00611